Entry from the Open Molecules 2025 dataset: a 11-piece molecular cluster, C35H100N14O11 overall (wB97M-V/def2-TZVPD).

Geometry (Å):
H  -4.32  0.79  6.82
C  -5.81  1.24  -3.61
H  -5.90  -5.32  1.55
H  6.06  0.58  -3.18
O  -3.41  -6.37  -1.24
C  -2.01  7.71  0.48
H  3.99  -6.48  -1.23
N  0.28  -5.25  5.49
O  0.83  4.58  -9.20
N  0.37  -3.65  4.15
H  6.42  -0.13  -1.72
H  8.36  -1.13  -3.01
N  2.23  3.08  -7.20
H  -6.96  1.48  -5.55
C  -5.87  -2.67  1.60
H  -3.66  -4.70  2.34
H  -3.02  -3.30  -1.44
H  -3.54  9.24  1.79
H  -4.19  1.01  5.05
H  -2.00  1.95  0.32
H  0.20  2.73  -7.24
H  -6.56  0.46  -3.67
C  7.46  -8.48  0.01
C  1.30  -0.05  7.16
N  -0.88  0.69  -1.05
H  -2.61  -1.46  -6.36
C  0.91  3.52  -6.97
H  -3.43  3.03  8.01
C  -4.51  0.15  -5.43
N  -3.45  -4.17  -1.73
H  -1.43  4.15  7.51
H  0.81  6.73  0.00
H  -5.05  -3.74  3.88
H  -3.07  -6.80  3.62
H  -6.42  -5.55  3.19
C  0.66  5.78  -9.91
H  -1.86  0.98  1.81
C  -5.89  -4.86  2.54
H  -3.77  -1.14  -7.68
H  3.69  -4.00  0.01
H  0.04  4.27  -4.95
N  -6.13  1.96  -5.86
C  -5.10  1.45  -5.00
O  6.43  -1.47  -3.47
H  -2.34  8.10  -0.48
H  1.07  1.69  5.13
H  -3.64  6.33  7.84
H  2.27  3.16  3.08
H  3.14  -0.41  6.18
N  3.13  1.53  7.13
H  -6.25  -1.68  1.84
C  -1.31  6.29  0.37
C  -3.44  3.56  7.06
H  10.32  -2.41  -3.71
H  -5.25  -0.50  -5.91
C  5.86  -6.78  0.25
H  -6.24  -3.07  0.65
H  8.11  -8.39  0.88
H  -1.42  8.48  0.99
H  6.14  -4.69  -0.49
H  5.37  -6.32  -2.12
C  9.83  -2.88  -4.57
O  -6.29  -3.50  2.66
H  3.50  2.07  6.36
H  6.12  -6.64  1.30
H  2.36  3.41  -8.14
H  -0.62  -3.70  4.33
H  10.13  -2.30  -5.44
H  4.65  -4.54  1.43
C  2.51  0.45  6.37
H  0.32  5.14  -0.46
C  -4.07  8.41  1.30
H  -2.22  -0.47  -7.83
C  -4.42  -5.12  3.00
H  0.79  -0.86  6.64
H  3.55  -5.71  0.64
C  1.96  1.07  5.03
H  0.69  -5.86  6.19
H  1.40  6.48  -9.53
C  8.33  -2.85  -4.28
H  -1.15  5.77  1.32
H  6.67  -3.55  -5.31
H  -4.19  -7.19  2.28
H  8.07  -8.93  -0.77
C  0.58  4.82  -7.81
C  -0.02  6.17  -0.42
H  0.55  0.74  7.23
C  5.96  -0.38  -2.67
N  -2.16  5.43  5.91
O  3.01  1.73  4.38
H  0.82  5.53  -10.96
N  -1.73  1.11  0.81
H  10.19  -3.91  -4.58
H  -0.48  5.05  -7.72
H  -2.95  5.41  9.16
H  -4.61  -4.78  4.91
H  -2.96  6.03  5.77
C  4.19  -4.84  0.49
H  4.89  -0.42  -2.48
O  -0.82  -0.87  0.46
H  8.07  -4.20  -5.68
H  1.64  0.18  4.49
O  -3.15  7.37  1.32
H  -4.93  8.10  1.89
H  -1.96  6.50  8.27
H  -1.26  -4.04  -0.59
N  -4.23  -4.28  4.11
H  8.21  -3.62  -3.52
H  6.65  -9.14  0.34
H  5.07  -7.53  0.26
H  0.87  2.84  -5.06
N  -2.23  5.43  -0.38
H  -4.38  -4.22  -2.11
C  7.80  -1.43  -3.90
H  -4.28  8.71  0.28
O  -3.43  0.38  -6.30
H  -0.14  6.56  -1.43
H  2.89  3.67  -6.70
C  -2.35  4.66  7.21
O  -3.34  2.59  5.99
H  -4.02  -0.43  -4.65
H  2.49  1.55  2.44
C  -2.89  -5.25  -1.22
H  0.81  -2.95  3.56
C  -2.76  5.77  8.16
H  -6.40  2.04  -3.16
H  -2.40  4.77  5.19
H  -1.14  -5.72  -0.35
C  -1.11  0.25  0.12
H  -5.35  1.93  5.92
C  -2.97  -0.71  -7.07
C  0.89  3.84  -5.49
C  1.08  -4.41  4.90
H  -4.71  -7.05  3.92
H  -0.36  6.16  -9.84
H  -5.96  1.69  -6.82
H  -4.78  -2.66  1.50
C  -4.04  -6.60  3.18
N  7.63  -3.31  -5.48
H  2.38  2.14  7.42
C  2.95  2.31  3.07
C  -4.35  1.52  6.00
N  4.69  -5.83  -1.56
H  3.97  2.49  2.74
C  5.37  -5.46  -0.37
H  1.15  5.67  -7.43
O  2.28  -4.28  5.04
O  6.93  -7.29  -0.52
H  -0.29  0.15  -1.66
N  -1.65  -4.96  -0.76
H  1.43  -0.34  8.20
H  -3.10  5.76  0.01
H  -1.27  1.58  -1.32
H  -0.72  -5.10  5.56
H  -5.12  0.82  -2.88
H  -4.37  2.26  -4.97
H  1.75  4.40  -5.14
H  -4.31  4.19  6.89
H  -2.23  5.96  -1.23
H  7.88  -0.72  -4.72

The SMILES is COC[C@H](C)N.COC[C@H](C)N.COC[C@H](C)N.COC[C@H](C)N.COC[C@H](C)N.COC[C@H](C)N.COC[C@H](C)N.COC[C@H](C)N.NC(N)=O.NC(N)=O.NC(N)=O. The molar mass is 893.27 g mol⁻¹. The HOMO energy is -8.834 eV. Its relative energy (zero: lowest compared OMol25 entry of this formula, charge and spin) is 680.4 kJ/mol. For the frontier orbital gap, the calculation gives 8.8124 eV. Its largest force on an atom is 7.15 eV/A.